No. 1
23
Properties=species:S:1:pos:R:3:forces:R:3:nbo_charge:R:1 method="wB97M-V/def2-TZVPD" multiplicity=1 smiles=Cc1ccccc1.CC mol_weight_g_mol=122.2 relative_energy_kcal_mol=12.0 homo_ev=-9.1 gap_ev=10.179
C 2.5726 -1.7366 -1.5853 -0.74 -0.22 -0.10 -0.622
C 2.4939 -0.2582 -1.1954 -0.09 0.04 0.80 -0.620
H 3.5170 -2.2565 -1.3054 -0.80 0.37 -0.35 0.211
H 1.6834 -2.2730 -1.2039 0.67 0.00 0.39 0.202
H 2.3556 -1.7782 -2.6525 0.70 -0.34 -0.21 0.206
H 2.3930 0.3636 -2.0674 0.17 0.34 -0.37 0.204
H 3.3416 0.0978 -0.6057 0.04 -0.10 -0.15 0.203
H 1.6023 -0.0553 -0.5976 0.11 -0.04 0.01 0.215
C -0.2068 -1.3076 2.1183 -0.84 -0.24 0.31 -0.635
C -0.9521 -0.6134 -0.1917 -0.05 -0.96 -0.86 -0.237
C -0.6086 -0.2886 1.0921 -0.42 1.19 1.64 -0.003
C -1.2960 0.3402 -1.1345 -0.71 0.82 -0.67 -0.193
C -1.4475 1.6895 -0.7886 -0.07 -1.26 0.95 -0.230
C -0.7654 1.0521 1.4839 0.34 0.03 -1.11 -0.221
C -1.2010 1.9895 0.5491 0.61 1.02 0.43 -0.201
H -0.9889 -1.6746 -0.4538 0.23 0.30 -0.15 0.211
H -1.5392 0.0688 -2.1625 0.10 -0.25 0.29 0.211
H -0.3341 -0.9242 3.1344 0.02 0.20 -0.15 0.216
H 0.8456 -1.5607 2.0290 0.00 -0.52 -0.19 0.225
H -1.8794 2.4070 -1.4711 0.34 0.09 -0.10 0.219
H -0.4725 1.4341 2.4580 -0.16 -0.40 0.04 0.211
H -1.2096 3.0228 0.9110 -0.37 -0.23 -0.31 0.207
H -0.9139 -2.1650 2.0648 0.92 0.14 -0.14 0.220

No. 2
18
Properties=species:S:1:pos:R:3:forces:R:3:nbo_charge:R:1 method="wB97M-V/def2-TZVPD" multiplicity=1 mol_weight_g_mol=161.1 relative_energy_kcal_mol=101.9 homo_ev="-7.2 / -7.2" gap_ev="7.239 / 7.076"
C 1.9159 0.6086 0.2036 -0.52 1.55 0.44 0.044
C 1.3685 -0.4622 2.1926 -2.61 -1.26 -0.45 0.659
C 1.1513 -0.3125 -0.6356 1.05 -1.29 -0.24 -0.520
C -0.6224 -0.0388 1.2715 1.75 -2.07 0.19 0.524
C -0.3584 -0.0982 -0.2420 1.31 1.60 -0.23 0.442
N 1.9669 0.4043 1.4964 1.01 1.72 -2.02 -0.462
O 1.4316 -1.2975 3.0242 0.31 -0.20 0.38 -0.535
O -0.8407 1.1528 1.7103 -1.72 3.67 3.24 -0.673
O -1.4516 -0.9633 1.7711 -0.23 -0.27 0.43 -0.686
O -0.8496 1.0815 -0.9543 0.93 -0.54 0.74 -0.725
O -1.0616 -1.1456 -0.7191 -2.53 -0.59 -2.96 -0.727
H 1.8474 1.6675 -0.1825 0.97 -0.84 0.79 0.163
H 1.3232 -0.1533 -1.7084 -0.53 0.42 0.18 0.234
H 1.4943 -1.3749 -0.5396 -0.79 0.69 0.53 0.242
H -1.2608 1.1946 2.6636 1.35 -0.59 -2.82 0.513
H -1.7864 -1.4980 1.0456 -0.05 -0.40 -0.35 0.508
H -0.1071 1.7093 -1.0784 -0.64 -0.48 0.21 0.482
H -1.4996 -0.7763 -1.5707 0.94 -1.10 1.96 0.516

No. 3
176
Properties=species:S:1:pos:R:3:forces:R:3:mulliken_charge:R:1 method="wB97M-V/def2-TZVPD" multiplicity=1 mol_weight_g_mol=3290.7 homo_ev=-11.2 total_charge=+1 gap_ev=8.675
C -1.8988 -7.0860 0.1105 0.55 -0.16 -0.18 -0.787
C -0.6116 -6.3184 -0.2412 -0.23 -0.57 0.00 -0.491
N -0.8422 -5.0520 -0.9646 0.35 0.24 -0.19 2.005
C -0.6495 -5.1113 -2.4199 -0.47 -0.04 -0.15 -1.226
C -1.7861 -5.9110 -3.0951 0.35 -0.23 -0.30 1.677
C -1.3611 -7.2970 -3.5849 -0.01 -0.15 0.25 -1.456
F -2.2082 -5.1901 -4.2138 -0.04 0.06 0.10 -0.427
C -0.4073 -3.9258 -0.2782 0.01 0.41 0.11 -2.032
N 0.8600 -3.6587 -0.0944 0.00 -0.26 -0.28 0.894
C 2.0144 -4.4687 -0.4696 0.69 0.11 0.72 -0.519
C 3.2489 -3.5588 -0.5025 -0.70 -0.32 -0.48 -0.347
N 3.1432 -2.5060 -1.5205 -0.20 -0.25 0.34 -0.492
N -1.2734 -3.0403 0.3027 -0.46 -1.10 -0.31 0.400
C -2.5705 -2.8714 -0.3631 -0.29 0.39 0.16 -1.658
C -2.5226 -1.8057 -1.5228 -0.73 0.54 0.18 0.901
N -3.4443 -0.7520 -1.0736 0.54 -0.40 0.16 -0.100
N -2.8930 -2.4574 -2.7707 0.05 -0.29 0.21 -0.194
N -1.2691 -1.1274 -1.7224 -0.01 -0.09 -0.28 -0.526
B -1.3912 -3.2333 1.7991 0.37 0.73 0.38 0.714
C -0.6914 -2.2371 2.7894 -0.06 -0.23 -0.59 0.129
O -2.1256 -4.2924 2.2094 0.04 0.23 -0.02 -0.614
H -2.7817 -6.6640 -0.3556 -0.03 0.15 0.09 -0.233
H -2.0041 -7.1309 1.1870 -0.37 0.13 0.02 0.146
H -1.7941 -8.1114 -0.2417 -0.14 -0.05 0.03 0.234
H -0.0362 -6.1777 0.6763 0.00 0.36 -0.02 0.399
H 0.0248 -6.9489 -0.8692 0.05 0.09 -0.09 0.369
H 0.2925 -5.5912 -2.7021 0.19 0.16 0.15 0.481
H -0.6897 -4.1021 -2.8310 -0.04 0.03 0.04 0.410
H -2.6336 -5.9917 -2.4181 -0.07 0.19 -0.01 -0.734
H -0.3497 -7.5615 -3.2736 0.01 0.04 0.04 0.357
H -1.3798 -7.3169 -4.6724 -0.05 0.03 -0.03 0.412
H -2.0256 -8.0773 -3.2143 -0.07 0.02 -0.06 0.283
H 1.0688 -2.7919 0.3908 -0.04 0.03 -0.02 0.148
H 2.1703 -5.2215 0.3066 -0.04 -0.20 -0.15 0.252
H 1.9137 -4.9538 -1.4354 -0.44 0.00 -0.04 0.148
H 3.3683 -3.1464 0.4991 0.33 0.19 -0.08 0.196
H 4.0759 -4.2265 -0.7306 0.25 0.18 0.13 -0.035
H 2.6898 -1.6818 -1.1434 0.14 -0.03 -0.06 0.244
H 2.5465 -2.8363 -2.2727 0.27 0.06 -0.22 0.275
H -3.2369 -2.4435 0.3859 0.05 -0.12 0.14 0.793
H -3.0249 -3.8124 -0.6761 0.29 -0.13 -0.14 0.101
H -4.2819 -1.1660 -0.6883 -0.03 0.25 -0.32 -0.019
H -3.6700 -0.1048 -1.8188 -0.04 -0.04 0.03 0.048
H -3.6801 -3.0770 -2.6022 0.09 -0.09 -0.06 0.215
H -3.2389 -1.7694 -3.4321 0.32 0.08 -0.08 0.282
H -0.5252 -1.7399 -2.0265 0.02 0.03 -0.02 0.249
H -1.0147 -0.5880 -0.9075 0.07 -0.03 0.02 0.244
H 0.0816 -1.6529 2.2860 0.07 0.03 0.06 0.306
H -1.4151 -1.5045 3.1545 0.01 -0.13 0.04 -0.753
H -0.2351 -2.7405 3.6436 -0.79 0.27 -0.13 0.242
H -2.1919 -4.2700 3.1737 -0.17 -0.23 0.00 0.260
C 4.7334 -0.2112 0.9872 0.03 -0.01 0.16 -0.112
Cl 5.1655 1.3727 1.6021 0.03 -0.02 -0.04 -0.050
Cl 5.2853 -1.4981 2.0532 0.21 -0.04 -0.10 -0.120
Cl 2.9673 -0.3331 0.8154 -0.23 0.31 0.11 -0.156
H 5.1882 -0.3431 0.0136 -0.11 -0.05 -0.04 0.398
C -5.5216 1.3877 1.7016 0.03 0.02 0.08 1.008
Cl -5.3325 2.6934 0.5350 0.08 -0.01 -0.01 -0.121
Cl -6.8450 1.6980 2.8138 -0.02 0.23 -0.14 -0.096
Cl -5.7358 -0.1606 0.8801 -0.49 -0.03 0.27 -0.125
H -4.6112 1.3188 2.2815 0.01 0.04 -0.09 -0.722
C 4.7941 3.0812 5.7113 -0.03 0.01 -0.10 -0.157
Cl 5.6086 4.1125 4.5363 0.00 0.00 -0.01 -0.056
Cl 3.0858 3.5140 5.8356 -0.03 0.02 0.02 -0.095
Cl 4.9767 1.3818 5.2778 0.16 0.27 0.09 -0.051
H 5.2543 3.2371 6.6779 -0.01 0.00 0.01 0.353
C -8.5691 3.3220 -1.0792 -0.08 0.03 -0.01 0.662
Cl -8.4421 4.5930 -2.2929 0.15 0.06 0.13 -0.069
Cl -9.9014 3.6364 0.0293 0.02 0.00 0.00 -0.128
Cl -8.7471 1.7325 -1.8359 0.02 -0.02 0.00 -0.094
H -7.6509 3.3099 -0.5097 -0.02 -0.01 0.02 -0.345
C -7.2235 -1.6214 5.9599 -0.12 -0.01 -0.05 0.077
Cl -8.8798 -2.1664 6.1968 0.03 0.02 0.00 -0.123
Cl -6.9125 -1.2533 4.2638 -0.06 -0.17 0.07 -0.021
Cl -6.8705 -0.2115 6.9681 0.08 0.00 0.02 -0.141
H -6.5586 -2.4186 6.2618 0.01 -0.01 0.01 0.189
C 3.1007 -2.9659 5.2964 0.38 -0.08 -0.32 -0.091
Cl 4.2842 -4.2549 5.0404 -0.09 0.06 0.01 -0.143
Cl 3.8502 -1.3822 5.1551 -0.29 -0.28 0.16 0.066
Cl 1.7528 -3.1232 4.1534 0.86 -0.08 0.40 -0.073
H 2.7068 -3.0602 6.2936 -0.14 -0.03 0.11 0.172
C 6.7536 7.8878 3.5281 0.01 0.00 -0.02 0.275
Cl 7.5570 8.8550 4.7651 0.01 -0.02 0.02 -0.118
Cl 4.9994 8.0276 3.6614 0.06 -0.04 0.00 -0.082
Cl 7.3061 8.3378 1.9203 -0.17 0.12 -0.06 -0.084
H 7.0176 6.8507 3.6927 0.02 0.00 0.02 0.016
C 5.9139 -6.7612 -2.4876 0.04 -0.01 0.09 -0.012
Cl 6.3747 -5.1947 -1.8238 0.06 0.00 -0.05 -0.109
Cl 6.8153 -8.0630 -1.7271 -0.03 0.02 -0.02 -0.105
Cl 4.1670 -7.0202 -2.3064 -0.03 0.00 -0.03 -0.086
H 6.1414 -6.7607 -3.5453 -0.04 0.01 -0.01 0.313
C 11.1988 6.8138 1.4633 -0.04 0.02 -0.04 1.091
Cl 10.5317 7.8733 0.2215 0.02 -0.02 0.02 -0.135
Cl 9.9901 6.4401 2.6965 0.17 -0.11 0.09 -0.099
Cl 11.8427 5.3399 0.7509 -0.07 -0.12 -0.03 -0.161
H 12.0152 7.3358 1.9464 -0.08 -0.05 -0.04 -0.723
C -7.9816 0.7029 -5.6394 0.03 -0.02 0.00 0.458
Cl -6.4737 0.8366 -4.7300 -0.08 0.03 -0.04 -0.001
Cl -7.8246 1.5083 -7.2032 0.01 0.03 0.10 -0.066
Cl -8.4388 -0.9901 -5.8306 -0.09 0.05 0.23 -0.130
H -8.7649 1.2017 -5.0828 0.01 0.04 -0.01 -0.242
C -2.4593 1.8903 -5.4792 -0.08 0.07 -0.11 -0.100
Cl -3.2633 1.0518 -4.1427 0.13 0.01 0.05 -0.034
Cl -3.2501 1.5183 -7.0065 0.02 -0.01 0.02 -0.095
Cl -2.4281 3.6259 -5.1866 0.02 -0.02 0.02 -0.121
H -1.4389 1.5344 -5.5263 0.00 -0.01 0.02 0.309
C -10.8373 4.1957 -6.0132 -0.06 0.04 -0.10 0.745
Cl -10.5109 3.2382 -4.5622 -0.10 -0.10 -0.12 -0.091
Cl -10.9954 3.1680 -7.4355 -0.08 0.03 0.16 -0.040
Cl -12.2705 5.1950 -5.7874 0.04 0.00 0.00 -0.131
H -9.9836 4.8420 -6.1751 -0.24 -0.06 0.04 -0.498
C -7.5154 6.5362 -8.0131 -0.11 -0.04 -0.10 -0.058
Cl -8.6768 7.7960 -8.4149 0.02 -0.01 0.01 -0.111
Cl -7.8730 5.8422 -6.4242 0.31 0.09 0.08 -0.103
Cl -7.4953 5.2762 -9.2436 0.01 0.00 0.01 -0.095
H -6.5310 6.9820 -7.9649 0.01 -0.01 0.02 0.338
C -1.6712 3.8589 2.5327 -0.08 0.12 -0.28 0.170
Cl -1.4895 3.2569 0.8826 0.03 -0.04 0.02 -0.101
Cl -1.9667 5.5890 2.5476 -0.17 -0.12 -0.07 -0.084
Cl -2.9627 2.9832 3.3673 -0.51 0.40 -0.56 -0.129
H -0.7473 3.6672 3.0631 0.02 -0.02 -0.05 0.173
C -7.8162 -2.7137 -9.9133 0.01 0.04 -0.05 -0.139
Cl -9.4249 -3.4277 -9.7530 0.00 0.01 0.01 -0.114
Cl -7.4134 -2.4610 -11.6111 -0.01 0.00 0.02 -0.096
Cl -7.7163 -1.2032 -9.0063 0.04 -0.13 -0.31 0.020
H -7.0991 -3.4077 -9.4956 0.00 0.00 0.00 0.339
C 13.8068 9.3956 3.5542 0.02 0.06 -0.13 -0.028
Cl 13.2331 9.5735 1.8938 0.01 0.08 0.01 -0.103
Cl 13.2583 7.8706 4.2499 0.01 -0.01 0.04 -0.128
Cl 15.5608 9.5273 3.6071 0.07 -0.07 0.11 -0.108
H 13.3895 10.2043 4.1395 0.00 -0.02 0.02 0.368
C 0.5179 8.7690 3.9442 -0.01 0.03 -0.08 0.013
Cl -0.8446 9.2127 2.9137 -0.01 0.00 0.02 -0.132
Cl 0.6597 7.0136 4.0620 0.20 0.05 0.14 -0.068
Cl 2.0141 9.4829 3.3498 -0.08 0.01 0.01 -0.112
H 0.3291 9.1568 4.9361 -0.01 0.00 0.01 0.304
C 3.6753 -3.4162 10.1237 -0.12 0.09 0.01 0.009
Cl 2.2959 -4.0343 11.0240 0.02 -0.01 -0.01 -0.113
Cl 3.6417 -3.9944 8.4499 0.12 -0.13 0.13 -0.079
Cl 3.7216 -1.6552 10.1645 0.02 -0.01 0.00 -0.109
H 4.5795 -3.7915 10.5842 0.01 -0.01 -0.02 0.318
C -3.2260 -1.0717 5.7423 0.03 -0.33 0.45 -0.152
Cl -1.6356 -1.2213 6.4784 -3.16 -3.39 -0.25 -0.112
Cl -3.1298 -0.1364 4.2496 -0.16 0.08 0.06 0.111
Cl -3.9218 -2.6721 5.4460 -0.02 -0.12 -0.09 -0.176
H -3.8781 -0.5413 6.4254 -0.08 0.03 -0.03 0.355
C -0.9741 -10.3742 2.3478 -0.07 -0.01 -0.05 -0.050
Cl -2.5936 -11.0579 2.2805 0.02 0.02 -0.01 -0.108
Cl -0.2248 -10.3710 0.7479 0.04 0.00 0.02 -0.113
Cl -1.0124 -8.7436 3.0330 0.12 -0.09 0.15 -0.083
H -0.3678 -10.9927 2.9959 0.00 0.01 0.01 0.378
C 16.6950 6.8033 0.7491 0.06 -0.07 -0.05 0.086
Cl 17.9114 5.7042 0.0935 -0.01 0.02 0.05 -0.133
Cl 16.6523 8.3034 -0.1770 -0.19 -0.34 -0.05 -0.094
Cl 15.1146 6.0119 0.8081 0.06 0.18 -0.02 -0.049
H 16.9746 7.0521 1.7645 0.01 -0.01 0.01 0.212
C 18.4010 12.0995 0.2159 0.08 -0.01 0.05 -0.023
Cl 19.7045 11.2025 -0.5630 -0.02 0.00 -0.01 -0.114
Cl 17.4669 11.0449 1.2781 0.05 0.34 0.06 -0.030
Cl 19.0330 13.4900 1.0979 -0.02 -0.01 -0.01 -0.125
H 17.7382 12.4660 -0.5566 -0.01 0.00 0.00 0.293
C -10.8436 -0.1037 -10.9429 -0.05 0.01 -0.05 0.798
Cl -12.4273 -0.8717 -10.8509 0.01 -0.01 0.01 -0.136
Cl -10.3605 0.1464 -12.6198 0.01 -0.01 0.01 -0.130
Cl -10.8289 1.4190 -10.0514 0.05 -0.05 -0.11 -0.097
H -10.1245 -0.7648 -10.4802 0.02 -0.02 0.02 -0.450
C -0.2639 1.4900 6.5351 0.15 0.14 0.08 -0.255
Cl -0.9654 2.6109 5.3648 0.47 -0.37 0.80 -0.014
Cl -1.4294 1.0877 7.7952 0.16 1.82 0.94 -0.114
Cl 0.3264 0.0332 5.7315 3.22 1.90 -1.10 -0.042
H 0.5822 1.9783 7.0010 0.00 -0.11 0.07 0.356
C -5.6721 -7.9208 -1.9422 0.04 -0.06 -0.07 -0.137
Cl -5.4827 -8.1394 -3.6774 0.02 0.02 0.03 -0.108
Cl -4.6553 -9.0530 -1.0481 -0.04 0.05 -0.01 -0.078
Cl -5.3178 -6.2456 -1.4832 -0.06 0.00 0.04 -0.065
H -6.7037 -8.1184 -1.6829 0.00 0.01 0.01 0.408

No. 4
15
Properties=species:S:1:pos:R:3:forces:R:3:nbo_charge:R:1 method="wB97M-V/def2-TZVPD" multiplicity=1 smiles="C1=NC=NC[C@H]2CN12" mol_weight_g_mol=109.1 relative_energy_kcal_mol=137.2 homo_ev=-9.2 gap_ev=9.605
C -0.1917 1.2596 -0.6889 -2.91 -3.53 0.04 -0.266
C -1.8303 -0.2289 0.4686 1.22 2.35 0.20 0.217
C -0.0811 -1.3923 -0.5674 2.70 1.39 1.24 0.343
C 1.2196 -0.1059 1.1272 -5.18 1.00 -0.63 -0.308
C 1.1082 0.6395 -0.1354 3.76 3.51 -1.72 -0.090
H -0.1629 2.2978 -0.8692 0.09 0.96 -0.32 0.224
H -0.4670 0.5780 -1.6740 0.80 2.19 2.07 0.201
H -2.5267 -0.7408 1.1413 -0.75 1.72 0.25 0.205
H 0.2020 -2.0901 -1.2537 -0.01 -2.41 -1.90 0.172
H 2.1017 -0.4721 1.5748 0.55 0.65 1.28 0.242
H 0.0576 0.1874 1.4848 3.60 -1.80 0.62 0.240
H 2.1756 1.0211 -0.4931 -2.68 0.27 0.31 0.214
N -1.5550 1.0597 0.2632 1.63 -2.53 -0.47 -0.438
N -1.2468 -1.2772 -0.1522 -0.18 -0.60 -1.29 -0.492
N 1.1969 -0.7359 -0.2259 -2.66 -3.16 0.31 -0.465